(1)
Density functional theory data (ωB97M-V with the def2-TZVPD basis set) for C13H12INO4 in the gas phase.

Last column: Löwdin charge in e.
Atoms and positions in Å:
C -2.814 -1.184 2.950  0.03
C -1.615 -0.420 2.397  -0.51
O -1.080 0.464 3.082  0.07
O -1.268 -0.740 1.115  0.01
N -0.045 -0.109 0.570  -0.01
C -0.087 1.248 0.122  -0.11
C -1.259 2.025 0.147  -0.03
C -1.323 3.336 -0.266  -0.10
C -0.195 3.957 -0.804  -0.08
C 0.993 3.182 -0.929  -0.02
C 1.100 1.871 -0.400  -0.16
C 2.315 1.093 -0.581  0.00
C 2.348 -0.233 -0.218  -0.09
C 1.120 -0.981 0.217  -0.75
I 1.602 -2.195 1.936  0.98
O 0.565 -1.742 -0.872  -0.01
C 1.298 -2.670 -1.547  -0.49
C 0.562 -3.501 -2.609  0.02
O 2.481 -2.901 -1.349  0.06
H -2.748 -1.316 4.016  0.08
H -3.727 -0.634 2.736  0.09
H -2.843 -2.163 2.450  0.09
H -2.146 1.562 0.590  0.11
H -2.287 3.885 -0.126  0.12
H -0.266 4.996 -1.104  0.10
H 1.887 3.590 -1.408  0.11
H 3.178 1.508 -1.117  0.12
H 3.256 -0.773 -0.356  0.09
H -0.475 -3.722 -2.295  0.09
H 0.433 -2.972 -3.582  0.10
H 1.040 -4.463 -2.766  0.08

Properties
- Kohn-Sham gap (hartree) = 0.3068
- HOMO energy (eV) = -8.19
- SMILES = CC(=O)ON1c2ccccc2C=C[C@]1(I)OC(C)=O
- max |F| (Eh/bohr) = 0.0874
- ΔE to the lowest compared entry with this formula, charge and spin (kJ/mol) = 0.0

***

(2)
Density functional theory data (ωB97M-V with the def2-TZVPD basis set) for C2H6N2OS in the gas phase.

Last column: Löwdin charge in e.
Atoms and positions in Å:
C 1.292 0.497 -1.818  -0.05
C 0.322 -0.095 -0.823  -0.56
N -0.777 -0.471 -1.227  -0.04
O -1.685 -0.998 -0.376  -0.14
N 0.847 -0.228 0.465  -0.35
S 0.015 0.608 1.765  0.72
H 2.261 -0.016 -1.998  0.07
H 1.504 1.521 -1.339  0.10
H 0.906 0.547 -2.899  0.10
H -2.713 -0.661 -0.740  0.22
H 1.846 -0.253 0.647  0.07
H -0.739 -0.399 2.281  -0.15

Properties
- Kohn-Sham gap (hartree) = 0.3561
- HOMO energy (eV) = -8.96
- SMILES = C/C(=N/O)NS
- max |F| (Eh/bohr) = 0.1007
- ΔE to the lowest compared entry with this formula, charge and spin (kJ/mol) = 366.1

***

(3)
Density functional theory data (ωB97M-V with the def2-TZVPD basis set) for 2 unconnected molecules or ions with the total composition C9H13NO.

Last column: Löwdin charge in e.
Atoms and positions in Å:
C 0.525 -1.854 -2.245  -0.06
C -0.108 -2.052 -0.893  -0.28
C 0.174 -3.093 -0.047  -0.03
C -0.271 -2.853 1.286  -0.11
C -1.156 -1.888 1.676  -0.10
C -1.476 -0.799 0.779  -0.07
C -0.910 -0.951 -0.454  -0.09
H -0.285 -1.655 -2.953  0.08
H 0.854 -2.808 -2.683  0.08
H 1.370 -1.178 -2.200  0.08
H 0.653 -4.016 -0.317  0.11
H 0.125 -3.384 2.151  0.10
H -1.345 -1.901 2.741  0.10
H -2.229 -0.129 1.164  0.10
H -1.092 -0.166 -1.185  0.09
C 1.679 2.565 -0.757  -0.01
C 0.688 3.135 0.212  -0.59
N -0.621 2.709 0.027  0.15
O 0.981 3.822 1.168  0.04
H 2.448 1.930 -0.329  0.09
H 2.209 3.419 -1.182  0.09
H 1.110 2.003 -1.498  0.06
H -1.331 3.164 0.578  0.10
H -0.851 1.980 -0.621  0.06

Properties
- Kohn-Sham gap (hartree) = 0.3648
- HOMO energy (eV) = -9.16
- SMILES = Cc1ccccc1.CC(N)=O
- max |F| (Eh/bohr) = 0.0718
- ΔE to the lowest compared entry with this formula, charge and spin (kJ/mol) = 101.8

***

(4)
Density functional theory data (ωB97M-V with the def2-TZVPD basis set) for C19H20N4O3S2 in the gas phase.

Last column: Löwdin charge in e.
Atoms and positions in Å:
C 5.081 -1.316 0.300  -0.08
C 4.275 -0.218 0.821  -0.29
O 3.348 -0.920 1.529  -0.08
C 3.436 -1.288 2.944  -0.30
O 4.517 -1.224 3.612  0.06
C 2.077 -1.913 3.446  -0.27
S 0.596 -2.282 2.352  1.04
C 0.153 -0.774 1.996  -0.70
N 0.704 0.411 2.610  0.07
N -0.226 1.509 2.127  0.10
C -0.761 0.944 1.023  -0.38
C -1.728 1.839 0.143  0.02
N -0.792 2.333 -0.950  0.06
C -0.866 1.917 -2.143  -0.66
O -1.353 0.898 -2.412  0.10
C 0.102 2.552 -3.086  -0.46
C -0.055 2.215 -4.451  -0.01
C 1.061 2.905 -5.281  0.11
C 1.523 4.193 -4.213  -0.35
S 0.989 3.926 -2.737  1.08
N -0.584 -0.245 1.080  -0.11
C -1.020 -1.108 -0.021  -0.01
C -2.564 -1.469 0.380  -0.07
C -3.723 -1.162 -0.706  0.06
C -5.005 -1.369 -0.169  -0.11
C -5.230 -2.152 0.912  -0.10
C -4.355 -2.386 1.995  -0.03
C -3.045 -2.129 1.528  -0.08
H 4.529 -1.906 -0.504  0.10
H 6.001 -0.864 -0.319  0.12
H 5.652 -1.924 0.977  0.07
H 4.793 0.314 1.506  0.10
H 3.883 0.383 0.139  0.09
H 1.667 -1.115 4.116  0.09
H 2.322 -2.662 4.075  0.04
H -1.910 2.726 0.834  0.14
H -2.468 1.163 -0.222  0.09
H -0.164 3.164 -0.571  0.18
H -0.489 1.449 -4.595  -0.02
H 1.304 3.079 -6.154  -0.05
H 2.156 4.732 -4.520  -0.09
H -0.540 -2.070 0.108  0.08
H -1.087 -0.648 -1.000  0.10
H -3.528 -0.702 -1.569  0.04
H -5.545 -1.116 -0.951  0.05
H -6.311 -2.224 1.108  0.11
H -4.610 -3.119 2.584  0.05
H -2.208 -2.350 2.329  0.11

Properties
- Kohn-Sham gap (hartree) = 0.3129
- HOMO energy (eV) = -8.38
- SMILES = CCOC(=O)CSc1nnc(CNC(=O)c2cccs2)n1Cc1ccccc1
- max |F| (Eh/bohr) = 0.3161
- ΔE to the lowest compared entry with this formula, charge and spin (kJ/mol) = 1490.2

***

(5)
Density functional theory data (ωB97M-V with the def2-TZVPD basis set) for a molecular structure, C20H23F5N5ReS.

Last column: Löwdin spin population.
Atoms and positions in Å:
Re 0.177 -0.018 0.306  0.95
C -2.063 -4.415 1.971  0.00
C -1.435 -3.320 2.745  0.00
N -1.411 -3.202 4.029  0.00
N -0.735 -2.037 4.265  0.00
C -0.321 -1.415 3.160  0.00
S 0.581 -0.010 2.951  0.01
N -0.796 -2.233 2.173  0.00
N -0.545 -1.981 0.808  0.04
H -2.457 -5.149 2.669  0.00
H -1.338 -4.905 1.320  0.00
H -2.888 -4.040 1.362  0.00
H -0.558 -1.745 5.213  0.00
H -1.354 -2.286 0.264  0.01
H 0.273 -2.532 0.519  0.01
F 2.054 -2.991 0.455  0.00
C 2.816 -1.853 0.442  0.01
C 2.203 -0.625 0.334  0.02
C 3.057 0.460 0.347  0.01
F 2.470 1.690 0.284  0.00
C 4.430 0.373 0.444  0.00
F 5.198 1.457 0.450  0.00
C 5.000 -0.890 0.541  0.00
F 6.318 -1.021 0.629  0.00
C 4.188 -2.013 0.544  0.00
F 4.731 -3.223 0.639  0.00
C -3.626 5.241 0.576  0.00
C -2.825 3.979 0.558  0.01
C -2.236 3.460 1.707  0.00
C -1.495 2.302 1.648  0.01
N -1.305 1.613 0.505  0.02
C -1.885 2.105 -0.608  0.01
C -2.630 3.263 -0.620  0.00
H -3.771 5.609 1.589  0.00
H -4.603 5.079 0.120  0.00
H -3.122 6.016 -0.003  0.00
H -2.345 3.962 2.659  0.00
H -1.027 1.898 2.533  0.00
H -1.738 1.529 -1.507  0.00
H -3.061 3.598 -1.554  0.00
C 1.433 -1.186 -3.347  0.00
C 0.473 -0.111 -2.818  -0.01
C 1.218 1.216 -2.693  0.00
C -0.699 0.021 -3.804  0.00
C -0.060 -0.592 -1.484  -0.08
H 1.868 -0.871 -4.297  0.00
H 0.913 -2.131 -3.511  0.00
H 2.250 -1.359 -2.644  0.00
H 1.476 1.606 -3.678  0.00
H 2.146 1.094 -2.135  0.00
H 0.618 1.980 -2.189  0.00
H -0.335 0.389 -4.765  0.00
H -1.468 0.714 -3.459  0.00
H -1.176 -0.946 -3.975  0.00
H -0.583 -1.556 -1.671  0.00

Properties
- Kohn-Sham gap (spin up / spin down) (hartree) = 0.2838 / 0.2566
- HOMO energy (spin up / spin down) (eV) = -10.90 / -10.60
- ⟨S²⟩ = 0.7675
- multiplicity = 2
- max |F| (Eh/bohr) = 0.0169
- net charge = +1
- ΔE to the lowest compared entry with this formula, charge and spin (kJ/mol) = 90.0

***

(6)
Density functional theory data (ωB97M-V with the def2-TZVPD basis set) for a molecular structure, C12H23F3NNiO5P2S.

Last column: Löwdin spin population.
Atoms and positions in Å:
Ni -0.240 -0.291 -0.622  0.98
P 1.837 -0.778 0.026  0.10
C 2.122 -1.606 -1.485  0.50
C 1.064 -1.715 -2.439  0.04
N -0.156 -1.235 -2.121  0.07
C -1.344 -1.435 -2.688  0.02
C -1.333 -2.318 -3.745  0.09
C -0.100 -2.772 -4.245  0.00
C 1.095 -2.371 -3.683  0.08
C -2.580 -0.788 -2.077  0.00
P -2.178 0.637 -0.959  0.00
H 2.046 -2.621 -4.105  0.00
H -2.272 -2.683 -4.100  0.00
H -0.106 -3.480 -5.069  0.00
H -3.333 -0.469 -2.800  0.00
H -3.087 -1.498 -1.425  0.00
H 3.187 1.951 -2.597  0.00
H 3.093 -1.314 -1.989  0.02
H 0.713 3.683 -1.192  0.00
O 3.413 2.622 -3.282  0.00
H 2.579 2.727 -3.756  0.00
H -0.536 0.724 0.359  0.00
O 0.310 4.134 -0.492  0.00
H 0.449 3.415 0.282  0.00
C -2.550 2.068 -2.045  0.00
H -3.598 2.036 -2.389  0.00
H -2.323 2.993 -1.496  0.00
H -1.873 2.012 -2.907  0.00
C -3.438 0.738 0.367  0.00
H -3.236 1.653 0.950  0.00
H -4.464 0.763 -0.034  0.00
H -3.292 -0.120 1.038  0.00
C 1.634 -2.244 1.087  0.04
H 2.486 -2.831 0.723  0.00
H 1.676 -2.104 2.168  0.00
H 0.704 -2.744 0.805  0.00
C 2.950 0.446 0.838  0.01
H 2.622 0.746 1.856  0.00
H 3.941 -0.043 0.901  0.00
H 3.024 1.375 0.238  0.00
F -1.426 0.056 5.115  0.00
C -1.270 1.028 4.194  0.00
F -2.489 1.493 3.806  0.00
F -0.567 2.056 4.717  0.00
S -0.362 0.370 2.722  0.00
O 0.925 -0.110 3.220  0.00
O -1.253 -0.668 2.202  0.02
O -0.282 1.655 1.959  0.00

Properties
- Kohn-Sham gap (spin up / spin down) (hartree) = 0.3122 / 0.2480
- HOMO energy (spin up / spin down) (eV) = -12.36 / -12.83
- ⟨S²⟩ = 2.0301
- multiplicity = 3
- max |F| (Eh/bohr) = 0.0924
- net charge = +1
- ΔE to the lowest compared entry with this formula, charge and spin (kJ/mol) = 117.2

***

> Number 3 is which compound?

C9H13NO

***

> Among the records above, which one has the highest ΔE to the lowest compared entry with this formula, charge and spin?

C19H20N4O3S2